1.
127
Properties=species:S:1:pos:R:3 method="wB97M-V/def2-TZVPD" e_homo_ev=-2.837 gap_ha=0.2223 e_lumo_ev=3.21 total_charge=-2 total_energy_ha=-7783.60054
Cs 0.600 1.424 0.093
C 0.251 -4.089 0.514
C 0.402 -4.470 -0.952
S 0.008 -3.074 -2.083
C 1.470 -3.073 -3.178
C 2.813 -2.825 -2.513
S 2.822 -1.254 -1.563
C 3.493 -1.741 0.056
C 2.788 -2.881 0.764
S 1.013 -2.515 1.037
H -0.800 -3.928 0.750
H 0.645 -4.891 1.146
H 1.413 -4.797 -1.184
H -0.279 -5.294 -1.180
H 1.488 -4.018 -3.729
H 1.251 -2.260 -3.875
H 3.093 -3.632 -1.840
H 3.577 -2.747 -3.289
H 4.551 -1.981 -0.071
H 3.400 -0.821 0.635
H 2.857 -3.815 0.207
H 3.251 -3.036 1.742
C -0.705 -2.017 -7.855
C -0.227 -0.722 -7.751
C -0.167 -0.099 -6.517
C -0.591 -0.748 -5.365
C -1.052 -2.056 -5.486
C -1.113 -2.688 -6.713
As -0.648 0.070 -3.527
C -0.352 1.875 -4.144
C 0.862 2.521 -4.292
C 0.900 3.838 -4.722
C -0.280 4.509 -4.999
C -1.500 3.875 -4.844
C -1.546 2.553 -4.424
C -2.754 1.764 -4.211
C -4.056 2.208 -4.405
C -5.120 1.363 -4.147
C -4.896 0.071 -3.702
C -3.600 -0.384 -3.517
C -2.530 0.451 -3.773
H -0.763 -2.501 -8.821
H 0.105 -0.199 -8.638
H 0.205 0.917 -6.449
H -1.373 -2.573 -4.586
H -1.472 -3.707 -6.785
H 1.784 1.991 -4.070
H 1.847 4.350 -4.836
H -0.252 5.540 -5.332
H -2.415 4.416 -5.044
H -4.244 3.222 -4.735
H -6.133 1.720 -4.287
H -5.737 -0.571 -3.476
H -3.421 -1.388 -3.153
O -1.826 3.382 -1.455
C -2.050 2.185 -1.245
O -1.198 1.258 -1.363
C -3.432 1.759 -0.814
C -3.624 0.491 -0.284
C -4.888 0.066 0.073
C -5.973 0.905 -0.122
C -5.790 2.173 -0.649
C -4.518 2.604 -0.981
H -2.769 -0.154 -0.157
H -5.027 -0.916 0.503
H -6.968 0.567 0.135
H -6.648 2.817 -0.804
H -4.345 3.593 -1.381
C -1.197 5.609 0.712
C -2.131 4.839 1.634
P -1.391 3.210 2.118
C -2.854 2.434 2.965
C -3.904 3.299 3.659
C -0.254 3.669 3.529
C -0.628 4.725 4.562
H -1.604 6.595 0.480
H -1.083 5.047 -0.212
H -0.215 5.735 1.167
H -3.046 4.589 1.091
H -2.382 5.420 2.528
H -2.440 1.700 3.664
H -3.350 1.861 2.173
H -3.491 3.893 4.473
H -4.668 2.646 4.081
H -4.391 3.970 2.952
H 0.694 3.953 3.059
H -0.095 2.713 4.035
H -0.660 5.721 4.123
H 0.127 4.727 5.349
H -1.589 4.507 5.018
F 6.601 3.361 4.596
C 5.635 2.824 3.805
C 4.435 2.372 4.339
F 4.234 2.447 5.675
C 3.468 1.830 3.525
F 2.336 1.361 4.104
C 3.597 1.701 2.107
O 2.717 1.218 1.360
C 4.858 2.175 1.627
F 5.101 2.072 0.292
C 5.835 2.704 2.435
F 7.018 3.112 1.911
S -4.874 -1.330 5.712
P -3.011 -1.201 5.067
S -2.612 -1.357 3.146
C -2.014 -2.428 6.023
C -2.267 -2.530 7.384
C -1.588 -3.453 8.153
C -0.650 -4.284 7.561
C -0.390 -4.178 6.204
C -1.073 -3.254 5.431
C -2.231 0.307 5.800
C -0.856 0.492 5.717
C -0.273 1.590 6.323
C -1.062 2.516 6.990
C -2.435 2.350 7.043
C -3.017 1.244 6.452
H -3.018 -1.882 7.817
H -1.797 -3.532 9.213
H -0.123 -5.016 8.162
H 0.347 -4.826 5.747
H -0.885 -3.156 4.369
H -0.250 -0.218 5.168
H 0.797 1.727 6.271
H -0.603 3.372 7.466
H -3.054 3.080 7.549
H -4.086 1.081 6.495

2.
123
Properties=species:S:1:pos:R:3 method="wB97M-V/def2-TZVPD" e_homo_ev=-0.569 gap_ha=0.1385 e_lumo_ev=3.20 total_charge=-2 total_energy_ha=-15589.36410
Y 0.218 2.098 -0.118
C 3.067 1.488 3.820
C 4.171 2.228 3.415
C 4.345 2.513 2.075
C 3.389 2.073 1.156
N 2.275 1.439 1.570
C 2.133 1.152 2.861
C 3.565 2.184 -0.308
C 4.854 2.243 -0.831
C 5.052 2.323 -2.203
C 3.950 2.364 -3.039
C 2.666 2.290 -2.502
C 2.412 2.174 -1.131
H 2.913 1.212 4.854
H 4.886 2.584 4.145
H 5.173 3.120 1.744
H 1.226 0.626 3.131
H 5.711 2.209 -0.166
H 6.056 2.374 -2.608
H 4.081 2.454 -4.113
H 1.829 2.332 -3.194
Se -0.528 3.705 2.335
Se 1.424 4.881 2.761
Se 2.246 4.923 0.534
Se 4.343 5.792 0.659
O -0.341 -0.082 -1.517
S -0.827 -1.488 -1.453
C 0.380 -2.716 -2.209
C 1.112 -2.214 -3.445
C 2.243 -1.249 -3.112
C 3.319 -1.912 -2.236
S 3.246 -1.361 -0.475
O 1.927 -1.795 0.055
C 4.389 -2.644 0.087
C 5.706 -2.684 -0.362
C 6.539 -3.703 0.068
C 6.071 -4.664 0.956
C 4.772 -4.587 1.441
C 3.934 -3.572 1.009
C -1.910 -1.602 -2.891
C -2.099 -0.470 -3.667
C -2.921 -0.526 -4.779
C -3.561 -1.715 -5.112
C -3.403 -2.834 -4.303
C -2.587 -2.778 -3.186
H -0.243 -3.584 -2.429
H 1.077 -2.966 -1.413
H 0.384 -1.732 -4.104
H 1.540 -3.062 -3.993
H 1.829 -0.380 -2.607
H 2.704 -0.893 -4.035
H 4.312 -1.582 -2.544
H 3.272 -3.002 -2.258
H 6.073 -1.925 -1.043
H 7.559 -3.751 -0.291
H 6.720 -5.473 1.267
H 4.407 -5.318 2.151
H 2.918 -3.492 1.370
H -1.594 0.442 -3.372
H -3.064 0.358 -5.385
H -4.184 -1.766 -5.995
H -3.920 -3.753 -4.547
H -2.475 -3.642 -2.541
C -0.489 3.424 -4.077
Si -0.783 3.813 -2.186
C -0.247 5.663 -2.058
C -2.719 3.881 -2.148
C -3.359 4.803 -2.985
C -4.739 4.896 -3.061
C -5.519 4.034 -2.301
C -4.899 3.121 -1.465
C -3.506 3.031 -1.354
Si -2.811 1.765 -0.032
C -3.770 0.190 -0.690
C -3.916 2.321 1.475
H -1.272 3.865 -4.699
H -0.485 2.349 -4.279
H 0.469 3.827 -4.412
H -0.635 6.285 -2.871
H 0.842 5.744 -2.065
H -0.597 6.090 -1.116
H -2.761 5.478 -3.591
H -5.207 5.635 -3.703
H -6.602 4.083 -2.355
H -5.520 2.456 -0.871
H -4.766 0.092 -0.251
H -3.229 -0.731 -0.465
H -3.886 0.244 -1.774
H -4.861 1.772 1.536
H -4.142 3.385 1.389
H -3.394 2.204 2.426
C -5.369 -2.697 2.107
C -4.368 -3.375 1.426
C -3.091 -2.842 1.353
C -2.784 -1.635 1.975
C -3.798 -0.959 2.642
C -5.082 -1.479 2.704
As -0.953 -0.886 1.872
C -0.932 -0.409 3.775
C -1.367 0.782 4.335
C -1.332 0.962 5.710
C -0.840 -0.044 6.530
C -0.368 -1.224 5.980
C -0.410 -1.415 4.602
C 0.042 -2.611 3.889
C 0.623 -3.734 4.474
C 0.964 -4.827 3.694
C 0.732 -4.803 2.324
C 0.166 -3.682 1.737
C -0.187 -2.583 2.505
H -6.364 -3.119 2.171
H -4.587 -4.321 0.946
H -2.322 -3.374 0.807
H -3.584 -0.012 3.119
H -5.857 -0.929 3.223
H -1.698 1.591 3.697
H -1.676 1.896 6.135
H -0.805 0.100 7.604
H 0.040 -1.992 6.626
H 0.810 -3.755 5.540
H 1.414 -5.698 4.153
H 1.010 -5.656 1.716
H 0.010 -3.654 0.665

3.
133
Properties=species:S:1:pos:R:3 method="wB97M-V/def2-TZVPD" e_homo_ev=-1.478 gap_ha=0.1760 e_lumo_ev=3.31 total_charge=-2 total_energy_ha=-7713.88366
Cd 0.855 -0.236 0.501
N -0.015 -4.480 -1.125
C 0.537 -3.265 -0.749
S -0.596 -1.945 -0.639
N 1.812 -3.275 -0.542
N 2.345 -2.086 -0.068
C 3.628 -2.072 -0.070
C 4.481 -0.983 0.350
C 5.840 -1.077 0.011
C 6.753 -0.101 0.341
C 6.296 1.013 1.062
C 4.981 1.130 1.432
C 4.007 0.142 1.097
O 2.801 0.281 1.496
H -0.882 -4.418 -1.631
H 0.660 -5.146 -1.468
H 4.129 -2.969 -0.448
H 6.168 -1.960 -0.531
H 7.795 -0.197 0.065
H 6.997 1.792 1.345
H 4.629 1.976 2.010
O -1.639 1.508 3.918
S -0.247 1.198 3.659
O 0.732 1.893 4.455
N 0.099 1.347 2.073
C 0.165 2.629 1.610
C -0.235 3.766 2.320
C -0.148 5.057 1.792
C 0.319 5.299 0.528
C 0.728 4.198 -0.250
C 1.217 4.365 -1.566
C 1.626 3.291 -2.295
C 1.533 2.021 -1.701
N 1.061 1.827 -0.497
C 0.656 2.877 0.267
C -0.088 -0.598 3.937
C -0.953 -1.290 2.927
C -1.750 -2.311 3.225
C -1.893 -2.811 4.584
C -1.263 -2.226 5.596
C -0.333 -0.058 6.586
H -0.624 3.656 3.319
H -0.468 5.882 2.418
H 0.387 6.300 0.119
H 1.265 5.369 -1.974
H 2.012 3.387 -3.301
H 1.863 1.145 -2.243
H -0.972 -0.905 1.919
H -2.331 -2.760 2.426
H -2.560 -3.645 4.767
H -1.395 -2.531 6.625
H -0.545 0.933 6.204
S 1.723 1.084 8.134
C 1.075 -0.052 7.134
S -1.499 -0.445 7.933
C -0.270 -1.114 5.431
N 1.090 -1.768 5.548
N 1.716 -1.155 6.661
C 2.884 -1.781 7.125
C 3.675 -2.504 6.237
C 4.812 -3.158 6.690
C 5.171 -3.104 8.027
C 4.367 -2.398 8.914
C 3.229 -1.743 8.476
S 1.664 -1.117 3.987
H 3.407 -2.570 5.191
H 5.418 -3.710 5.982
H 6.061 -3.611 8.378
H 4.622 -2.360 9.967
H 2.601 -1.199 9.163
C -2.816 2.952 -2.405
N -3.354 2.778 -1.059
C -2.876 3.834 -0.163
P -3.316 1.221 -0.447
O -2.007 0.589 -0.211
N -4.213 1.326 0.937
C -3.868 0.515 2.104
C -5.392 2.144 1.109
N -4.144 0.371 -1.644
C -5.507 0.767 -1.945
C -4.005 -1.079 -1.554
H -3.093 3.944 -2.772
H -3.234 2.199 -3.070
H -1.721 2.872 -2.422
H -3.312 4.788 -0.471
H -1.788 3.925 -0.193
H -3.164 3.628 0.865
H -2.973 -0.066 1.898
H -4.692 -0.167 2.346
H -3.653 1.146 2.968
H -5.569 2.758 0.229
H -5.268 2.807 1.973
H -6.279 1.526 1.291
H -5.578 1.850 -2.034
H -6.220 0.432 -1.178
H -5.809 0.321 -2.897
H -2.969 -1.345 -1.352
H -4.303 -1.529 -2.502
H -4.639 -1.499 -0.759
C 0.385 2.914 -7.297
C -0.452 3.114 -6.208
C -0.569 2.131 -5.236
C 0.117 0.920 -5.342
C 0.974 0.745 -6.426
C 1.104 1.732 -7.396
As -0.092 -0.322 -3.821
C 1.204 -1.688 -4.343
C 2.187 -2.021 -3.418
C 3.140 -2.990 -3.710
C 3.108 -3.642 -4.930
C 2.112 -3.338 -5.854
C 1.164 -2.372 -5.559
C -1.703 -1.275 -4.425
C -2.760 -0.599 -5.025
C -3.924 -1.269 -5.377
C -4.056 -2.625 -5.116
C -3.010 -3.305 -4.507
C -1.843 -2.636 -4.167
H 0.489 3.682 -8.054
H -0.999 4.042 -6.102
H -1.189 2.319 -4.365
H 1.555 -0.163 -6.517
H 1.776 1.574 -8.231
H 2.194 -1.563 -2.437
H 3.887 -3.239 -2.969
H 3.845 -4.402 -5.159
H 2.072 -3.861 -6.802
H 0.378 -2.154 -6.273
H -2.685 0.461 -5.231
H -4.735 -0.724 -5.847
H -4.966 -3.147 -5.382
H -3.101 -4.364 -4.295
H -1.036 -3.179 -3.690